{"formula": "C14H13ClF5MnO2Si", "method": "the ωB97M-V functional and the def2-TZVPD basis", "symbols": ["Mn", "Cl", "C", "C", "C", "C", "O", "C", "C", "O", "C", "H", "H", "H", "H", "F", "C", "F", "C", "F", "F", "F", "C", "Si", "C", "C", "C", "C", "H", "H", "H", "H", "H", "H", "H", "H", "H"], "coordinates": [[-0.4164, -0.6781, -0.3070], [-3.8765, -3.0171, -6.2480], [-2.8575, -2.6817, -4.8822], [-1.9323, -3.6550, -4.4616], [-1.1073, -3.4302, -3.3938], [-1.1610, -2.2104, -2.6798], [-0.3435, -2.0272, -1.6844], [-2.1029, -1.2394, -3.1095], [-2.2302, 0.0346, -2.4873], [-1.6114, 0.4479, -1.4890], [-2.9429, -1.4951, -4.2210], [-1.8816, -4.5922, -5.0005], [-0.3949, -4.1757, -3.0698], [-2.9549, 0.7281, -2.9315], [-3.6508, -0.7402, -4.5396], [-0.0508, -3.0467, 1.3437], [-0.7928, -1.9408, 1.2305], [-2.0213, -2.2821, 0.6786], [-1.0965, -1.3993, 2.6314], [-1.7794, -2.3069, 3.3436], [-1.8379, -0.2957, 2.5608], [0.0306, -1.1293, 3.2812], [3.3678, 3.5691, 1.0242], [2.3506, 2.6088, 2.2550], [3.4521, 1.6374, 3.4011], [1.2252, 3.7409, 3.2164], [1.2904, 1.4144, 1.3350], [0.5868, 0.6254, 0.7285], [4.0180, 4.2849, 1.5321], [2.7220, 4.1221, 0.3394], [3.9949, 2.9027, 0.4294], [4.1020, 2.3026, 3.9742], [4.0826, 0.9414, 2.8452], [2.8531, 1.0573, 4.1059], [1.8010, 4.4753, 3.7844], [0.6137, 3.1706, 3.9178], [0.5520, 4.2794, 2.5469]], "homo_lumo_gap_ev": [7.80, 7.82], "relative_energy_kj_mol": 0.0, "multiplicity": 5, "total_charge": 0}



{"formula": "C14H13ClN6O2S", "method": "the ωB97M-V functional and the def2-TZVPD basis", "symbols": ["C", "C", "C", "C", "N", "C", "O", "C", "S", "C", "N", "N", "N", "N", "C", "C", "C", "Cl", "C", "C", "C", "C", "N", "O", "H", "H", "H", "H", "H", "H", "H", "H", "H", "H", "H", "H", "H"], "coordinates": [[3.2716, 4.6267, -2.5464], [2.7048, 3.2610, -2.6536], [1.4749, 2.7498, -2.3621], [1.5984, 1.3725, -2.7024], [0.5788, 0.4540, -2.5752], [0.6721, -0.8835, -2.8092], [1.6516, -1.4705, -3.1837], [-0.6532, -1.6038, -2.5365], [-0.8414, -2.0167, -0.7687], [-1.3618, -0.4972, -0.1454], [-1.5482, 0.6337, -0.8056], [-2.0085, 1.5080, 0.0784], [-2.1242, 0.9980, 1.2237], [-1.7193, -0.2796, 1.1496], [-1.7242, -1.1641, 2.2459], [-2.9484, -1.4330, 2.8434], [-2.9966, -2.3005, 3.9196], [-4.5109, -2.6477, 4.6662], [-1.8347, -2.8909, 4.3951], [-0.6253, -2.5897, 3.7994], [-0.5338, -1.7167, 2.7207], [0.7955, -1.3840, 2.1217], [2.7991, 1.1089, -3.1509], [3.4888, 2.2760, -3.1234], [3.5540, 4.9914, -3.5327], [2.5385, 5.2979, -2.1100], [4.1665, 4.6119, -1.9269], [0.6135, 3.2467, -1.9694], [-0.2884, 0.8135, -2.1675], [-1.5197, -1.0170, -2.8364], [-0.6420, -2.5681, -3.0432], [-3.8445, -0.9648, 2.4680], [-1.8793, -3.5704, 5.2309], [0.2786, -3.0368, 4.1840], [1.5811, -1.5028, 2.8629], [0.8205, -0.3608, 1.7516], [1.0160, -2.0513, 1.2880]], "homo_lumo_gap_ev": 9.48, "smiles": "Cc1cc(NC(=O)CSc2nnnn2-c2cc(Cl)ccc2C)no1", "total_charge": 0}



{"formula": "C14H13F5FeN5O4S", "method": "the ωB97M-V functional and the def2-TZVPD basis", "symbols": ["Fe", "N", "C", "C", "O", "N", "C", "C", "O", "O", "H", "H", "H", "H", "H", "H", "C", "N", "C", "C", "O", "N", "C", "N", "H", "H", "H", "H", "H", "H", "H", "F", "C", "C", "F", "C", "F", "C", "S", "C", "F", "C", "F"], "coordinates": [[-0.2666, -0.3246, -0.4294], [-1.5698, 1.4119, -0.7065], [-2.9403, 0.8633, -0.7099], [-3.0656, -0.2112, 0.3823], [-4.0627, -0.2033, 1.1189], [-2.0224, -1.0328, 0.3821], [-1.8458, -1.9367, 1.4918], [-0.4564, -1.7689, 2.1065], [-0.1250, -2.4062, 3.0942], [0.3149, -0.9203, 1.4848], [-1.3476, 1.9458, -1.5394], [-1.4460, 2.0241, 0.0930], [-3.7072, 1.6217, -0.5469], [-3.1028, 0.3936, -1.6806], [-2.5958, -1.7959, 2.2734], [-1.9074, -2.9829, 1.1710], [5.2742, -0.1700, -0.5631], [3.9676, 0.4083, -0.7343], [3.5786, 1.1166, -1.9309], [2.0796, 1.3020, -1.6994], [1.3379, 1.9025, -2.4499], [1.7345, 0.6784, -0.5333], [2.8535, 0.1632, 0.0009], [2.8489, -0.4990, 1.1391], [5.5869, -0.6651, -1.4849], [5.2626, -0.9227, 0.2218], [6.0190, 0.5860, -0.3021], [3.7416, 0.5179, -2.8321], [4.0827, 2.0787, -2.0400], [1.8968, -0.7752, 1.5071], [3.6700, -0.9905, 1.4385], [1.3149, 0.8517, -7.2723], [1.1374, 0.2220, -6.1008], [2.0343, -0.7375, -5.6773], [3.0961, -1.0362, -6.4446], [1.8437, -1.3803, -4.4680], [2.7671, -2.2873, -4.1084], [0.7678, -1.1065, -3.6222], [0.5726, -1.9321, -2.0988], [-0.1163, -0.1359, -4.0964], [-1.1858, 0.2067, -3.3632], [0.0545, 0.5210, -5.2970], [-0.8207, 1.4572, -5.6896]], "homo_lumo_gap_ev": [7.16, 7.28], "relative_energy_kj_mol": 0.0, "multiplicity": 5, "total_charge": -1}